144
Properties=species:S:1:pos:R:3:forces:R:3 method="wB97M-V/def2-TZVPD" homo_lumo_gap_ev=8.651 e_homo_ev=-9.8 charge=0 max_force_ha_per_bohr=0.106
H -4.04392 -3.84499 3.13131 0.96 -0.22 0.26
Br -2.20806 -0.26439 0.68558 0.76 0.52 -0.51
H -2.85610 4.25809 1.92393 0.35 0.42 -0.06
C 4.29682 2.30369 2.22176 0.94 -0.09 0.50
C 0.84271 -3.62220 5.31199 0.15 -1.02 -0.86
C -2.76699 -5.39018 2.40750 1.20 0.33 -1.00
C -3.01291 -4.09358 2.79753 -1.60 1.38 -0.27
C -0.54098 2.53167 -5.59689 2.41 -1.25 -1.53
H -2.24430 -4.37887 6.54595 0.87 -0.07 -0.33
H -0.90637 1.98179 -6.45753 0.53 -0.34 -0.02
N -1.41200 -6.99572 1.15262 -0.98 0.29 1.10
C -0.90720 -3.38665 1.88271 -1.08 2.19 0.79
C -6.47358 0.94046 0.95923 1.18 0.71 1.18
H 6.55261 1.28175 -2.38786 0.25 -0.14 -0.42
H 3.37385 -2.54811 1.74619 0.14 -0.10 -0.46
C 3.73615 -2.46476 -0.37134 -0.68 0.04 -2.90
H -5.78970 0.16934 0.73256 0.53 -0.96 -0.31
C 6.47295 2.35504 -2.48301 -0.67 0.27 -0.37
H 7.78689 2.63656 -3.93921 0.17 0.24 -0.89
C -3.38658 -3.35151 -1.42545 -1.01 -0.88 1.94
N 1.59836 -1.39660 4.53794 1.62 -1.96 -0.36
O -1.83374 -1.21912 -4.21493 0.22 -0.09 0.27
C 4.15029 1.57896 3.40194 1.15 0.55 -1.00
Br 4.72944 2.75895 -1.80521 -0.35 0.43 0.05
C 0.82217 2.50367 -5.19154 -1.43 0.75 0.67
H 5.69060 3.18853 0.95079 0.54 0.20 -0.94
Br -4.86542 -0.24246 -3.79280 -0.12 0.59 0.32
O -3.77353 3.42587 4.26602 0.86 -0.86 -0.60
N -0.69898 -0.87395 -3.97340 1.05 -0.44 -0.95
C 0.23737 4.02803 -3.42907 -1.78 -0.84 -1.98
C 5.23365 0.97112 4.03537 -0.54 -0.41 -0.72
O 1.99932 -2.95004 -1.86809 0.66 -0.64 1.65
H -3.34601 -6.25274 2.50502 -1.58 -0.73 0.67
H -2.31710 -2.03409 2.69837 -0.54 1.29 0.51
C -1.09667 4.09437 -3.92689 0.71 -0.52 0.83
H -0.25761 -2.49158 1.71624 -0.06 -1.39 -0.25
C -8.53271 2.07598 0.91321 2.11 -0.83 0.02
C 4.02416 -2.23831 0.92349 0.27 0.44 1.93
C 2.62356 -1.07329 -5.54773 1.86 -0.65 -2.18
C 6.47471 1.05251 3.46225 -0.80 1.33 -0.97
N -9.91700 1.98628 0.58677 -2.88 3.14 1.90
O -10.30877 0.95751 0.15199 -0.69 -1.82 -1.29
C -0.64117 0.83925 0.05376 0.56 -1.40 1.81
C 0.63492 2.92898 3.02433 -0.60 2.03 -1.78
C -8.05841 3.12783 1.70202 1.17 -0.69 -0.79
Br 2.19715 1.23565 -0.50004 -1.29 -0.84 0.24
H -2.95593 -3.23903 -0.42572 -0.26 -0.25 -0.11
H 1.59688 2.56063 3.23425 0.73 -0.70 0.49
H -3.10270 -4.35171 -3.22322 -0.43 0.50 -1.70
C 5.58897 2.47662 1.72463 -1.58 0.25 0.29
H 1.52088 1.94395 -5.75841 0.57 -0.55 -0.26
H -4.98658 1.79129 2.22917 0.17 0.11 0.09
H 0.12612 -4.87981 0.77112 -0.30 -0.02 0.87
C -4.87192 1.57664 -2.98459 0.03 -0.25 0.00
C -1.45468 3.30226 -5.01308 -1.70 1.15 1.29
O -10.72085 2.91960 0.91720 2.26 -1.42 -0.82
N 0.47319 4.74128 -2.21535 4.93 -1.68 1.62
C -1.38954 -3.81546 6.12317 -1.69 -0.95 1.11
N 7.96318 2.03709 1.66916 0.04 -0.24 0.47
H -8.69193 3.97574 1.86599 -0.33 0.12 0.32
H 1.02594 -0.54587 0.74938 -0.29 -0.22 1.24
C -0.65130 -1.68164 5.38074 0.84 -1.38 -0.10
C -1.76429 3.07256 3.25288 2.28 -0.33 -1.08
C -4.08881 1.51633 -1.65024 0.32 0.36 -2.68
C -1.84433 3.99497 2.23017 0.20 0.46 -0.36
C -0.70015 -4.67932 1.47543 2.07 0.23 -2.41
H -8.16715 0.20741 -0.19967 0.24 0.04 0.30
H 5.07458 0.28420 4.85628 -0.05 0.33 0.24
N -2.92578 2.58134 3.92472 -1.71 2.10 0.52
H 3.05456 -1.76517 -7.52186 0.83 -0.07 -0.84
H 3.23302 1.53340 3.86401 -2.05 -0.41 0.85
C -1.64503 -2.49025 5.93586 -0.34 2.08 -1.04
C 1.22605 3.21092 -4.05972 0.04 0.45 0.25
H 6.67606 4.04125 -3.85281 -0.37 -0.58 -0.32
C -2.13120 -3.03669 2.48445 0.89 -3.30 -0.08
H -0.55695 1.57330 0.85139 0.17 0.00 -0.14
O -3.02091 1.41150 4.14084 -0.01 -1.52 0.31
H 3.62472 -0.76685 -5.37777 0.84 0.29 0.12
C -2.80022 -4.42898 -2.22697 1.10 -1.56 -0.36
C 0.42292 -1.35124 -4.86367 -1.16 0.23 -0.04
O 2.75729 -1.82623 4.43797 -1.00 0.63 0.04
H -3.08603 1.11702 -1.87329 -0.28 0.47 0.37
H -0.08343 -5.41249 6.07254 0.49 -1.21 0.05
H 4.34716 -2.38288 -2.44101 -0.38 0.41 -0.32
C 5.97000 -1.02977 0.16193 -0.58 -0.67 2.58
H 6.86684 -0.47341 0.36068 0.21 0.19 0.12
H -4.39443 2.23543 -3.73790 -0.33 -0.40 0.63
C 2.30758 -1.65498 -6.79107 -0.18 0.47 1.59
O 1.24516 -0.29106 4.24188 0.14 1.22 -0.36
H 2.28567 3.13114 -3.69049 -1.38 0.30 -0.30
O -0.35350 5.35775 -1.64179 -2.09 1.27 0.33
O 8.94390 1.69259 2.29316 -0.08 -0.12 0.18
C 6.74963 2.94394 -3.83964 0.17 -1.06 0.37
C 1.05381 -2.12438 -7.01048 -0.93 0.25 1.38
O 1.93950 -3.82184 0.13033 -0.44 -0.58 0.23
C 4.51606 -1.97873 -1.45954 -1.61 -2.52 1.15
H 1.75577 -4.03170 4.91624 0.32 -0.31 0.44
H 0.69251 -0.67479 -0.92545 -0.64 -0.27 -0.55
O 1.63041 4.56675 -1.71909 -1.77 0.42 -1.05
O -0.46707 -7.14405 0.44924 1.36 -0.71 -1.28
H -2.67274 -2.10443 6.10593 1.00 -0.10 0.08
Br -0.83271 -4.22152 -2.31183 -0.53 0.05 0.21
Br -4.05280 3.29119 -0.90980 0.31 0.21 0.09
C 6.62437 1.84881 2.32569 1.30 -0.30 -0.14
C -0.65355 4.47373 1.58581 -0.96 -1.58 2.18
C -7.72880 0.93284 0.47806 -2.01 2.55 0.52
C 0.03349 -1.97133 -6.03351 1.64 0.29 -0.26
H 7.19543 2.82379 -1.87523 0.64 0.39 1.29
N 2.46070 -3.17292 -0.73037 0.47 1.66 -1.44
C -0.18114 -4.39018 5.85756 0.35 0.67 -0.27
O -0.35903 -0.06841 -3.13910 -0.38 0.34 0.89
H -3.36065 -2.42854 -1.90641 0.19 1.51 -0.92
H -1.89976 4.59577 -3.38814 0.57 0.27 0.01
O -2.17925 -7.86740 1.52583 0.04 -0.11 -0.22
H 6.34367 -1.01421 -1.85341 0.32 -0.01 -0.82
H -6.26121 3.79957 2.86427 -0.47 -0.14 -0.62
C 0.58945 -2.32485 5.01628 -2.62 2.63 1.50
C 0.56206 3.97820 2.07772 0.47 0.60 -1.46
Br -5.35596 -3.69395 -1.21936 0.79 0.10 0.05
H 5.37787 -1.21676 2.25644 0.05 -0.19 -0.23
H 1.97827 -0.51515 -3.59353 -0.17 -0.11 -0.60
C 1.73651 -0.93603 -4.57955 -2.52 0.29 2.23
C -0.52851 2.45993 3.53916 -0.73 -1.75 1.82
O 8.01095 2.50719 0.54602 -0.36 -0.02 0.14
H -0.74829 5.18286 0.79452 0.24 0.27 -0.38
C -1.64030 -5.64476 1.64623 -0.55 0.46 1.49
H -0.97712 -2.28548 -6.20249 -0.26 0.00 0.02
H -0.47527 1.54945 4.19920 -0.32 1.24 -0.57
H 1.48474 4.36072 1.56183 -0.87 -0.48 0.78
C -6.70173 3.08685 2.15014 -0.79 -1.07 0.25
H -3.01531 -5.49391 -2.03852 0.16 0.66 0.94
H 0.88371 -2.59255 -7.92293 -0.70 -0.79 -1.42
H -2.49126 3.21999 -5.36645 0.43 0.41 0.30
C 5.17193 -1.50114 1.22722 0.38 0.79 -0.91
H 7.26148 0.58407 3.92642 1.96 -1.00 0.68
H 3.52227 2.79540 1.64662 -0.35 -0.15 0.51
H -5.94176 1.82054 -2.85880 0.69 0.02 0.02
C 0.60852 -0.02917 -0.07584 0.90 1.72 -0.93
H -4.57932 0.90084 -0.96659 -0.68 -0.92 1.08
H -0.76479 -0.61871 5.22089 -0.15 -0.15 -0.04
H -0.90801 1.28588 -0.85682 -0.41 0.45 -1.23
C 5.65361 -1.36212 -1.12125 1.30 1.44 -0.65
C -5.98194 1.93960 1.84349 -0.45 0.18 -0.66
Br 5.69654 1.99899 -5.20476 0.29 0.62 0.15